ORCA calculation (wB97M-V/def2-TZVPD) on a 2-piece molecular cluster, C3H3BrCl2O overall.

Output
Largest force on an atom   5.41 eV Å⁻¹
LUMO energy   -0.01 eV
HOMO   -0.3324 Eh
Energy above the lowest of the compared OMol25 structures with the same formula, charge and spin   43.3 kcal per mole
Total charge   0

Each line ends with the Löwdin charge.
Positions of all 10 atoms, in Å:
C: 1.3994 -0.6427 0.7062  -0.8283
C: -1.1260 -0.0617 -0.3172  -0.2728
C: 0.1617 0.6931 -0.3275  -1.2601
O: 2.0470 -0.0440 1.4754  -0.0140
Cl: 0.9507 -2.2544 0.6528  0.7535
Cl: 0.8876 0.8541 -1.8884  0.6152
Br: 0.2382 2.2501 0.7665  0.7505
H: -1.4985 -0.3289 0.6973  0.0872
H: -1.2959 -1.0729 -0.8956  0.1124
H: -1.7644 0.6072 -0.8695  0.0564

Forces on the atoms, in the same order (eV/Å):
C -2.3194 4.8127 -0.8442
C -1.5132 -1.5018 -0.7264
C 2.3934 -3.9189 1.7367
O 1.0572 -1.0407 0.3548
Cl 0.0206 -1.4221 -0.1933
Cl -0.0583 0.3316 -0.3842
Br -0.1735 -0.2684 -0.3784
H 0.2707 0.8353 -0.5798
H 1.4664 1.9163 0.7926
H -1.1439 0.2560 0.2221

=====

ORCA calculation (wB97M-V/def2-TZVPD) on C26H35CrN9 as an isolated structure.

Output
Largest force on an atom   0.52 eV Å⁻¹
LUMO energy (alpha / beta)   -5.43 / -5.43 eV
HOMO (alpha / beta)   -0.4431 / -0.4497 Eh
Multiplicity   5
Energy above the lowest of the compared OMol25 structures with the same formula, charge and spin   0.0 kcal per mole
Total charge   +2

Each line ends with the Löwdin charge.
Positions of all 71 atoms, in Å:
Cr: 0.3901 0.0820 1.0321  0.6965
C: -2.4561 6.1744 1.8683  -0.0338
C: -3.0875 5.2243 2.8460  -0.2074
C: -4.1373 5.6247 3.6657  -0.0252
C: -4.7282 4.7508 4.5649  -0.0614
C: -4.2600 3.4506 4.6754  -0.0691
C: -3.2012 3.0323 3.8859  -0.0364
C: -2.6328 3.9102 2.9690  -0.2017
N: -1.5349 3.4964 2.1568  0.1614
C: -1.4123 2.3288 1.4841  -0.3525
N: -2.5089 1.5742 1.3280  0.1560
C: -2.6230 0.2597 0.7876  -0.1998
C: -1.5081 -0.5652 0.5811  -0.1555
C: -1.7801 -1.8295 0.0499  -0.1591
C: -3.0615 -2.2567 -0.2609  -0.0927
C: -4.1325 -1.4098 -0.0292  -0.0439
C: -3.9372 -0.1428 0.5022  -0.2092
C: -5.1172 0.7593 0.7496  -0.0339
N: -0.2732 1.9797 0.9209  -0.0020
C: 0.9865 2.4301 1.3854  -0.3084
C: 1.4081 2.1310 2.6888  -0.0479
C: 2.7007 2.4476 3.0919  -0.0669
C: 3.5777 3.0289 2.1937  -0.0614
C: 3.1673 3.2950 0.8919  -0.0256
C: 1.8801 3.0024 0.4617  -0.2182
C: 1.4259 3.3049 -0.9374  -0.0279
H: -3.0325 7.0942 1.8016  0.0850
H: -2.3959 5.7385 0.8694  0.0836
H: -1.4420 6.4504 2.1718  0.0882
H: -4.5032 6.6405 3.5861  0.1199
H: -5.5498 5.0872 5.1821  0.1130
H: -4.7060 2.7667 5.3845  0.1103
H: -2.8092 2.0278 3.9879  0.1176
H: -0.7458 4.1204 2.0899  0.1532
H: -3.3725 2.0087 1.6158  0.1123
H: -0.9628 -2.5327 -0.0909  0.0623
H: -3.2350 -3.2476 -0.6618  0.1010
H: -5.1407 -1.7341 -0.2537  0.1159
H: -6.0457 0.2403 0.5241  0.0853
H: -5.0795 1.6545 0.1232  0.0947
H: -5.1820 1.0831 1.7931  0.0837
H: 0.6980 1.7109 3.3947  0.1190
H: 3.0107 2.2490 4.1092  0.1125
H: 4.5814 3.2859 2.5037  0.1138
H: 3.8608 3.7523 0.1967  0.1200
H: 2.2619 3.6297 -1.5543  0.0848
H: 0.6746 4.0964 -0.9442  0.0927
H: 0.9522 2.4354 -1.3973  0.0678
N: 1.9336 -2.8195 5.0532  0.2047
C: 2.8635 -3.3670 4.2594  -0.4737
N: 3.7881 -4.1599 4.7965  0.1998
N: 2.9329 -3.1556 2.9468  0.1223
C: 2.1002 -2.3439 2.3831  -0.3046
N: 1.3980 -1.6192 1.8032  0.1020
H: 1.8663 -3.0626 6.0267  0.1276
H: 1.1694 -2.3039 4.6509  0.1141
H: 3.8084 -4.3886 5.7744  0.1278
H: 4.4884 -4.5518 4.1911  0.1282
N: 1.8020 -3.8540 -2.8508  0.1997
C: 2.3703 -2.5037 -2.4694  -0.1178
C: 1.4227 -1.8098 -1.4915  -0.2777
N: 1.9040 -0.5311 -1.0105  0.0168
H: 2.4113 -4.3505 -3.5047  0.1787
H: 0.8859 -3.7523 -3.2958  0.1785
H: 1.6767 -4.4474 -2.0272  0.1758
H: 2.4849 -1.9473 -3.3983  0.1397
H: 3.3537 -2.6854 -2.0387  0.1389
H: 1.2364 -2.4573 -0.6311  0.0908
H: 0.4563 -1.6431 -1.9754  0.1286
H: 1.9910 0.1564 -1.7493  0.0960
H: 2.7838 -0.5933 -0.5104  0.0934

Forces on the atoms, in the same order (eV/Å):
Cr -0.0396 -0.2836 -0.1702
C 0.0077 0.0155 -0.0151
C -0.0235 -0.0360 -0.0180
C -0.0064 -0.0104 0.0010
C -0.0003 0.0172 -0.0066
C -0.0054 -0.0154 0.0009
C 0.0125 0.0211 0.0266
C -0.0657 0.0386 -0.0344
N 0.1074 -0.0867 0.1124
C -0.1421 0.1657 -0.1962
N 0.0139 0.0584 0.0678
C 0.0023 -0.0540 -0.1994
C -0.0367 0.0801 0.2074
C 0.0216 -0.0420 0.0660
C -0.0096 -0.0165 -0.0215
C -0.0018 0.0191 0.0291
C 0.0311 -0.0209 -0.0221
C -0.0027 0.0200 -0.0005
N 0.1328 -0.4760 0.1473
C 0.0298 0.2181 -0.0542
C 0.0343 0.1338 -0.0869
C 0.0043 -0.0464 0.0600
C 0.0008 0.0078 0.0073
C -0.0126 -0.0088 -0.0154
C 0.0125 0.0031 0.0605
C 0.0111 0.0092 -0.0116
H 0.0022 0.0046 0.0013
H -0.0043 -0.0010 -0.0006
H 0.0033 -0.0029 0.0004
H 0.0009 0.0043 -0.0012
H -0.0010 0.0000 0.0026
H 0.0008 -0.0030 0.0031
H 0.0094 0.0038 0.0026
H 0.0070 -0.0109 0.0151
H 0.0142 0.0002 0.0161
H 0.0040 -0.0080 0.0229
H 0.0030 -0.0059 0.0072
H -0.0024 -0.0030 -0.0063
H -0.0039 0.0043 -0.0132
H 0.0040 0.0100 0.0086
H -0.0056 -0.0108 0.0069
H -0.0110 0.0014 -0.0114
H 0.0092 -0.0082 -0.0023
H 0.0061 -0.0080 0.0007
H 0.0040 0.0043 0.0000
H -0.0014 0.0060 -0.0033
H -0.0025 -0.0003 -0.0027
H -0.0098 0.0075 0.0029
N -0.0047 -0.0382 -0.0053
C -0.0240 -0.0182 0.0265
N -0.0082 -0.0152 -0.0383
N -0.0315 -0.0150 0.0058
C 0.0114 0.0860 0.0439
N -0.0389 0.1238 -0.1012
H 0.0092 0.0150 0.0038
H 0.0060 0.0043 -0.0055
H -0.0079 0.0079 0.0028
H 0.0140 0.0072 0.0107
N -0.0218 0.0023 -0.0160
C -0.0100 0.0223 -0.0158
C -0.0562 0.0028 -0.1278
N -0.0220 0.1718 0.1961
H -0.0059 -0.0028 -0.0001
H 0.0008 -0.0070 0.0032
H 0.0018 -0.0027 -0.0052
H 0.0276 0.0247 0.0203
H -0.0120 -0.0101 0.0152
H 0.0563 0.0054 0.0217
H -0.0234 -0.0209 0.0375
H -0.0078 0.0336 0.0269
H 0.0453 -0.0722 -0.0826

=====

Across the entries above, E_tot takes the values -100292.286; -69351.119 eV, respectively.